{"formula": "C6H13N", "method": "the ωB97M-V functional and the def2-TZVPD basis", "gap_ev": 8.798, "energy_ev": -7921.4471, "de_lowest_kcal_mol": 32.0, "smiles": "CCC/C=C/NC", "elements": ["N", "C", "C", "C", "C", "C", "C", "H", "H", "H", "H", "H", "H", "H", "H", "H", "H", "H", "H", "H"], "coordinates": [[-0.6746, -1.4399, -1.5699], [-0.1245, -0.5282, -0.6714], [-0.3249, 0.7787, -0.7081], [0.0879, 1.7752, 1.6214], [-0.0932, -2.7766, -1.5086], [0.4438, 1.8257, 0.1060], [0.5518, 0.5803, 2.4459], [0.3508, -1.0146, 0.1639], [-0.6697, -3.4643, -0.8877], [0.7831, -0.2441, 1.7672], [-1.0036, 1.7907, 1.6774], [0.9517, -2.7119, -1.2901], [0.1967, 2.8414, -0.1930], [-0.1831, 0.1932, 3.1418], [1.5431, 0.6296, 2.9104], [-0.9728, 1.3202, -1.3887], [-0.8533, -1.1533, -2.5103], [-0.2056, -3.2955, -2.4627], [1.5255, 1.6766, 0.0490], [0.3318, 2.7007, 2.1569]], "forces_ev_per_a": [[0.1, -1.0, 0.5], [-1.1, -0.2, -0.8], [0.9, 2.2, 0.3], [-0.9, 0.5, 0.5], [-1.3, -0.3, -0.9], [0.0, -1.0, 1.9], [1.1, -1.1, -1.0], [0.6, 0.0, -0.2], [0.4, 0.3, 0.8], [-0.5, -0.1, 0.0], [-0.1, -0.1, -0.1], [0.7, -0.4, 0.5], [0.1, -0.1, -0.5], [0.0, 0.2, 0.3], [-0.3, 0.8, 0.4], [-0.2, -0.8, -0.6], [0.0, 0.6, -0.1], [0.2, 0.4, -0.3], [0.0, 0.2, -0.4], [0.4, 0.0, -0.3]]}

=====

{"formula": "C2H3ClO", "method": "the ωB97M-V functional and the def2-TZVPD basis", "gap_ev": [8.819, 8.745], "energy_ev": -16688.2742, "de_lowest_kcal_mol": 97.0, "smiles": "CC(=O)Cl", "elements": ["Cl", "O", "C", "C", "H", "H", "H"], "coordinates": [[2.9075, -0.7663, 0.1391], [2.2188, 1.8362, -0.3249], [1.6726, 0.2891, 0.0102], [0.2489, 0.0460, -0.0165], [-0.0023, -0.2209, 1.0550], [-0.2659, -0.7855, -0.5241], [-0.3025, 0.8537, -0.3528]], "forces_ev_per_a": [[0.3, -0.9, 0.4], [-3.4, -8.6, 2.1], [3.2, 9.5, -3.4], [-0.8, -2.3, 2.1], [0.0, 0.6, -0.7], [1.3, -0.4, -0.3], [-0.6, 2.1, -0.2]]}

=====

{"formula": "C2H4BrIO2S", "method": "the ωB97M-V functional and the def2-TZVPD basis", "gap_ev": [7.616, 7.236], "energy_ev": -95208.6173, "de_lowest_kcal_mol": 51.7, "elements": ["I", "Br", "S", "O", "O", "C", "C", "H", "H", "H", "H"], "coordinates": [[3.1015, 0.7346, 0.5786], [1.3077, -2.1997, 0.4821], [-0.2703, 0.8195, -0.1975], [-0.6978, 1.2640, -1.5087], [0.3106, 1.8049, 0.7249], [-1.7608, -0.1583, 0.4499], [1.9081, -0.6231, -0.4645], [-2.5208, 0.4555, 0.9205], [-1.4050, -1.0108, 1.0358], [-2.0121, -0.4009, -0.5261], [2.0388, -0.6856, -1.4949]], "forces_ev_per_a": [[0.0, -0.8, -0.6], [0.7, 0.5, -0.7], [1.7, 0.4, 0.6], [0.0, 0.0, 0.1], [-1.3, -1.0, -0.5], [2.0, 0.6, 0.8], [-2.1, 1.2, 3.3], [0.3, 0.3, 0.2], [-0.2, 0.3, -0.1], [-1.2, -1.1, -1.6], [0.2, -0.3, -1.6]]}

=====

{"formula": "C4H8N4", "method": "the ωB97M-V functional and the def2-TZVPD basis", "gap_ev": 9.036, "energy_ev": -10234.9716, "de_lowest_kcal_mol": 75.4, "smiles": "N/N=C/N=C/N1CC1", "elements": ["N", "N", "N", "N", "C", "C", "C", "C", "H", "H", "H", "H", "H", "H", "H", "H"], "coordinates": [[-1.7671, 2.1462, -2.2347], [0.8025, 0.5635, -0.3690], [-1.2375, 1.2197, -1.2981], [0.9564, -1.6200, 0.4916], [0.3502, -0.6310, -0.2508], [0.2483, -2.0406, 1.6891], [0.0067, 1.4150, -1.0850], [1.4520, -1.2334, 1.7579], [-1.2927, 3.0275, -2.2118], [-0.7242, -1.5526, 1.8322], [0.3237, -3.0749, 1.8594], [1.3823, -0.1973, 2.0391], [-0.5258, -1.0090, -0.8210], [0.4523, 2.4224, -1.4455], [2.4005, -1.7482, 2.1174], [-2.8274, 2.3127, -2.0709]], "forces_ev_per_a": [[-2.9, -0.7, 0.7], [0.1, -1.1, 1.0], [0.1, 0.9, -0.9], [0.2, 0.4, -0.8], [-0.3, -0.1, -1.2], [-1.5, 0.5, -0.4], [-0.5, 2.2, -1.0], [2.7, -0.3, 1.8], [0.3, 0.6, 0.1], [0.4, -0.3, 0.2], [-0.2, -1.1, 0.4], [0.0, 0.2, 0.0], [0.4, 0.4, 0.3], [-0.2, -1.8, 0.5], [-1.2, 0.8, -0.6], [2.6, -0.5, -0.1]]}